[1]
Formula: C3H3AuO3
Source: the Open Molecules 2025 dataset
Level of theory: ωB97M-V/def2-TZVPD

Charge = +1
Largest force on an atom = 13.86 eV Å⁻¹
E_HOMO (alpha / beta) = -10.84 / -15.29 eV
Energy = -476.831278 Ha
Spin multiplicity = 4
LUMO (alpha / beta) = -7.2438 / -9.2696 eV

Last column: Löwdin charge in e.
Atoms and positions in Å:
C -0.89 0.51 -0.69  -0.773
C 0.94 0.34 0.78  -0.085
O 0.28 0.99 -0.26  0.145
O -1.05 -0.74 -0.78  -0.170
C 1.76 -0.73 0.50  0.381
H 1.32 1.05 1.53  0.184
H 0.79 -0.89 1.50  0.291
H 1.38 -1.53 -0.15  0.132
O -1.82 1.31 -0.96  -0.060
Au -2.72 -0.31 -1.47  0.956

=====

[2]
Formula: C3H3BeFO2
Source: the Open Molecules 2025 dataset
Level of theory: ωB97M-V/def2-TZVPD

Charge = +1
Largest force on an atom = 4.55 eV Å⁻¹
E_HOMO (alpha / beta) = -12.80 / -16.69 eV
Energy = -380.678580 Ha
Spin multiplicity = 2
LUMO (alpha / beta) = -5.5601 / -5.8145 eV

Last column: Löwdin charge in e.
Atoms and positions in Å:
H 0.42 -1.59 -0.05  0.306
F -1.38 1.66 -0.01  0.131
O -0.47 0.02 1.31  0.077
O 1.18 0.46 -0.09  -0.116
C -1.12 0.34 0.07  -0.243
C 0.06 -0.16 -0.76  0.035
C 0.65 -0.52 0.73  -0.268
H -2.05 -0.24 -0.04  0.197
H 0.17 -0.19 -1.84  0.191
Be 2.53 0.23 0.68  0.689

=====

[3]
Formula: C3H3Br2Cl3
Source: the Open Molecules 2025 dataset
Level of theory: ωB97M-V/def2-TZVPD

Charge = 0
Largest force on an atom = 3.81 eV Å⁻¹
E_HOMO (alpha / beta) = -8.83 / -8.35 eV
Energy = -6644.591321 Ha
LUMO (alpha / beta) = -0.5236 / -0.9803 eV

Last column: Löwdin charge in e.
Atoms and positions in Å:
C 1.51 0.60 0.53  -0.264
C 0.28 0.99 -0.15  -1.187
C -1.38 -1.26 -0.38  -1.687
Cl -1.36 -2.21 1.08  0.536
Cl -2.88 -0.47 -0.63  0.533
Cl -0.81 -2.11 -1.73  0.556
Br -1.00 1.95 1.00  0.595
Br 0.29 1.34 -2.00  0.670
H 1.20 -0.22 1.36  0.122
H 2.03 1.36 1.07  0.062
H 2.12 0.03 -0.15  0.064

=====

[4]
Formula: C3H3Br2N
Source: the Open Molecules 2025 dataset
Level of theory: ωB97M-V/def2-TZVPD

Charge = 0
Largest force on an atom = 4.83 eV Å⁻¹
E_HOMO = -8.44 eV
SMILES = Br/C=C/N=C/Br
Energy = -5318.812403 Ha
LUMO = -0.1861 eV

Last column: Löwdin charge in e.
Atoms and positions in Å:
Br 3.36 -0.35 -0.01  0.679
C 1.59 -0.77 -0.22  -0.604
C 0.59 0.20 0.26  -0.223
N -0.74 -0.07 0.16  -0.063
C -1.81 0.50 -0.11  -0.620
Br -3.44 -0.43 0.22  0.642
H 1.60 -1.72 -0.77  0.036
H 0.90 1.13 0.79  0.112
H -2.05 1.51 -0.31  0.041

=====

[5]
Formula: C3H3Br2N3
Source: the Open Molecules 2025 dataset
Level of theory: ωB97M-V/def2-TZVPD

Charge = 0
Largest force on an atom = 5.29 eV Å⁻¹
E_HOMO = -8.16 eV
SMILES = Nc1[nH]nc(Br)c1Br
Energy = -5428.377604 Ha
LUMO = 0.5359 eV

Last column: Löwdin charge in e.
Atoms and positions in Å:
N 0.33 0.03 -0.80  0.114
C 0.35 0.81 0.29  -0.394
N -0.08 0.47 1.53  0.071
N 0.15 1.50 2.39  0.006
C 0.62 2.49 1.72  -0.868
Br 0.83 4.23 2.38  0.731
C 0.62 2.18 0.37  -0.781
Br 0.98 3.40 -0.91  0.775
H 0.66 0.28 -1.74  0.111
H -0.27 -0.84 -0.85  0.132
H -0.37 -0.31 1.94  0.103

=====

[6]
Formula: C3H3Br3
Source: the Open Molecules 2025 dataset
Level of theory: ωB97M-V/def2-TZVPD

Charge = 0
Largest force on an atom = 4.76 eV Å⁻¹
E_HOMO = -9.42 eV
Energy = -7838.012112 Ha
LUMO = -0.2812 eV

Last column: Löwdin charge in e.
Atoms and positions in Å:
C -1.53 -0.03 0.48  -0.106
C -0.82 0.10 -0.60  -0.110
C 1.29 -0.04 -0.18  -1.623
Br 2.36 0.12 -1.70  0.610
Br 1.48 1.49 1.21  0.455
Br 1.54 -1.68 0.80  0.550
H -2.68 -0.04 0.36  0.106
H -0.80 -0.11 1.35  0.033
H -0.85 0.18 -1.72  0.086

=====

[7]
Formula: C3H3Br9
Source: the Open Molecules 2025 dataset
Level of theory: ωB97M-V/def2-TZVPD

Charge = 0
Largest force on an atom = 1.11 eV Å⁻¹
E_HOMO = -10.33 eV
Energy = -23282.190309 Ha
LUMO = -0.5111 eV

Last column: Löwdin charge in e.
Atoms and positions in Å:
C -2.08 1.07 4.71  -1.624
Br -1.18 0.41 3.18  0.583
Br -3.02 2.73 4.44  0.576
Br -0.79 1.24 6.19  0.531
H -2.82 0.37 5.08  -0.031
C 0.17 -1.35 0.27  -1.574
Br 0.62 -1.77 -1.60  0.569
Br 1.71 -0.42 1.08  0.514
Br -0.26 -2.94 1.28  0.562
H -0.70 -0.71 0.32  -0.047
C 1.61 0.16 -4.90  -1.586
Br 0.22 1.51 -4.77  0.543
Br 3.38 0.94 -4.48  0.525
Br 1.61 -0.64 -6.67  0.557
H 1.53 -0.59 -4.13  -0.098

=====

[8]
Formula: C3H3BrF2
Source: the Open Molecules 2025 dataset
Level of theory: ωB97M-V/def2-TZVPD

Charge = 0
Largest force on an atom = 4.57 eV Å⁻¹
E_HOMO = -10.31 eV
Energy = -2889.669793 Ha
LUMO = 0.1213 eV

Last column: Löwdin charge in e.
Atoms and positions in Å:
C -2.42 -0.26 0.56  0.031
C -1.75 0.08 -0.38  -0.006
C 1.67 -1.00 -0.42  -0.154
F 1.78 -1.38 0.86  0.008
F 2.81 -1.32 -1.06  0.004
Br 1.72 1.95 -0.20  0.486
H -2.97 -0.62 1.38  0.014
H 0.45 1.88 0.24  -0.336
H -1.28 0.68 -0.98  -0.046

=====

Among the records above, which one has the highest largest force on an atom?
C3H3AuO3